1.
Entry from OMol25: a gas-phase ion, C5H11BrNO (charge +1) in a non-equilibrium geometry (ωB97M-V/def2-TZVPD).

Geometry (Å):
Br (-0.764, 2.306, 1.673)
O (-1.220, -0.509, 1.648)
N (-0.093, 0.187, 1.747)
C (0.669, 0.075, 2.965)
C (0.754, -0.072, 0.294)
C (-0.088, 0.332, -1.970)
C (-0.723, -0.130, -3.275)
C (0.076, -0.517, -0.925)
H (-0.845, -1.192, -3.135)
H (-1.691, 0.293, -3.455)
H (0.634, -0.927, 3.160)
H (1.499, -0.894, 0.504)
H (1.358, 0.815, 0.157)
H (1.717, 0.447, 2.893)
H (-1.372, -0.688, 0.673)
H (0.031, 0.129, -3.980)
H (-0.410, -1.544, -0.829)
H (0.229, 0.507, 3.897)
H (0.239, 1.381, -2.042)

Calculated values
LUMO   -0.23397 hartree
2S+1   1
SMILES string   C/C=C/C[N@+](C)(O)Br
HOMO level   -14.3381 eV
Calculated total energy   -78931.859 eV
Energy relative to the best compared isomer or geometry (same formula, charge and spin)   3.855 eV
Gap between HOMO and LUMO   0.2929 Ha
Net charge   +1



2.
Entry from OMol25: a molecular structure, C44H67AsBrNO2SSeTm in a non-equilibrium geometry (ωB97M-V/def2-TZVPD).

Geometry (Å):
Tm (0.816, 1.067, -0.682)
Br (3.862, 1.101, -0.731)
Se (2.005, -0.663, 1.987)
As (2.007, 1.162, -3.532)
S (-2.659, 0.656, -2.766)
O (-0.136, 1.420, 1.206)
O (0.610, -1.088, -0.656)
N (-1.681, 4.537, -3.463)
C (-4.036, 1.529, 2.610)
C (-0.455, -2.024, 6.603)
C (2.214, 5.971, -1.500)
C (-2.744, 3.472, 3.577)
C (0.180, -0.579, 4.200)
C (1.332, 5.551, -2.477)
C (2.518, -6.146, 2.501)
C (-1.724, 5.886, -3.933)
C (-1.189, 0.228, 7.396)
C (1.028, 1.285, -5.267)
C (0.797, -4.625, 1.533)
C (1.701, 4.015, -0.240)
C (-0.300, 3.948, -3.459)
C (0.243, -2.766, -3.031)
C (0.425, -0.055, 2.938)
C (-1.308, -0.824, 6.282)
C (0.102, 0.062, -5.350)
C (0.798, 3.533, -1.206)
C (-0.392, 0.942, 2.378)
C (0.192, -3.442, -0.532)
C (3.616, -0.356, -5.526)
C (1.299, -3.434, 2.052)
C (-2.662, 2.287, 2.588)
C (-1.809, 0.711, 4.324)
C (0.405, -5.679, 3.715)
C (3.301, 3.468, -5.065)
C (-1.574, 1.320, 3.092)
C (-0.690, -4.945, -2.388)
C (0.456, -7.116, 1.658)
C (3.300, 2.655, -3.742)
C (1.240, -2.269, 1.295)
C (2.375, 5.238, -0.337)
C (-1.906, -2.890, -1.726)
C (1.037, -5.897, 2.321)
C (0.578, 4.400, -2.335)
C (3.240, -0.296, -4.017)
C (-0.515, -3.502, -1.918)
C (-1.272, 0.809, -1.978)
C (0.238, -4.594, 0.263)
C (-2.327, 4.371, -2.148)
C (-2.747, -1.409, 6.183)
C (0.674, -2.204, 0.006)
C (-0.955, -0.200, 4.945)
C (-2.458, 2.885, 1.191)
H (-1.488, 3.322, 1.019)
H (-0.668, -5.425, 3.580)
H (0.527, -1.745, -2.779)
H (-1.328, 5.961, -4.959)
H (3.116, 5.466, 0.415)
H (-0.188, 0.631, 7.470)
H (-2.764, 0.927, 4.890)
H (-1.201, 6.588, -3.268)
H (-3.441, -0.622, 5.883)
H (-1.865, -1.858, -1.289)
H (-2.454, -2.816, -2.665)
H (0.399, 2.175, -5.203)
H (-4.465, 1.480, 3.607)
H (-1.484, -0.213, 8.398)
H (-0.870, -2.434, 7.545)
H (0.259, -5.463, -2.485)
H (0.630, -0.900, -5.307)
H (2.961, -5.334, 3.069)
H (-0.174, -5.529, -0.109)
H (4.259, -1.229, -5.627)
H (-3.258, 3.635, 1.022)
H (-2.130, 3.351, -1.817)
H (0.841, -4.824, 4.224)
H (2.964, -6.240, 1.501)
H (0.589, -1.772, 6.756)
H (-1.865, 4.095, 3.495)
H (-2.735, -2.229, 5.485)
H (-1.371, -5.568, -1.797)
H (-3.608, 4.080, 3.353)
H (-1.102, -4.894, -3.398)
H (0.892, -7.286, 0.662)
H (-4.766, 2.027, 1.944)
H (-0.536, -2.739, 5.779)
H (1.806, -3.403, 3.026)
H (-1.932, 5.099, -1.427)
H (0.893, -1.266, 4.590)
H (2.809, -1.235, -3.701)
H (1.245, 6.142, -3.355)
H (1.172, -3.293, -3.258)
H (-2.613, 2.110, 0.456)
H (-0.636, -7.087, 1.539)
H (3.996, 4.359, -4.954)
H (0.183, 4.197, -4.409)
H (3.088, 3.289, -2.858)
H (0.661, -7.997, 2.255)
H (-1.908, 1.084, 7.199)
H (-2.772, 6.188, -3.936)
H (-2.831, 3.120, 4.610)
H (2.744, -0.568, -6.154)
H (-0.625, 0.012, -4.522)
H (3.638, 2.913, -5.916)
H (4.189, 0.512, -5.848)
H (1.910, 3.418, 0.612)
H (0.523, -6.561, 4.382)
H (2.683, -7.103, 3.056)
H (-2.477, -3.512, -1.057)
H (-3.389, 4.460, -2.310)
H (4.109, -0.093, -3.413)
H (-3.891, 0.508, 2.231)
H (2.334, 3.862, -5.285)
H (2.844, 6.824, -1.608)
H (-3.097, -1.837, 7.162)
H (-0.469, 0.023, -6.279)
H (1.640, 1.334, -6.155)
H (-0.343, -2.652, -3.928)
H (-0.435, 2.868, -3.376)
H (4.224, 2.158, -3.600)

Calculated values
LUMO (spin up / spin down)   0.14509 / 0.14508 hartree
2S+1   4
HOMO level (spin up / spin down)   -0.4749 / -2.6568 eV
Calculated total energy   -288896.235 eV
Energy relative to the best compared isomer or geometry (same formula, charge and spin)   0.089 eV
Gap between HOMO and LUMO (spin up / spin down)   0.1625 / 0.2427 Ha
Net charge   -2



3.
Entry from OMol25: 2 unconnected molecules or ions with the total composition C11H12NO2 in a non-equilibrium geometry (ωB97M-V/def2-TZVPD).

Geometry (Å):
O (0.895, -3.616, 2.071)
O (1.301, -1.408, 2.060)
N (0.908, 0.397, 0.336)
C (1.562, -2.625, 1.748)
C (0.028, 2.067, -0.914)
C (0.028, 3.238, -1.874)
C (-2.381, 1.145, -0.999)
C (-0.408, 0.097, 0.120)
C (2.827, -2.894, 0.942)
C (-1.004, 1.119, -0.682)
C (-1.223, -0.890, 0.730)
C (-2.576, -0.784, 0.525)
C (1.152, 1.599, -0.238)
C (-3.151, 0.192, -0.344)
H (-2.842, 1.905, -1.643)
H (2.714, -2.430, -0.092)
H (2.144, 1.989, -0.372)
H (-3.244, -1.557, 0.863)
H (0.609, 2.862, -2.696)
H (3.670, -2.318, 1.305)
H (-0.996, 3.409, -2.181)
H (1.603, -0.124, 0.879)
H (-0.874, -1.738, 1.311)
H (3.018, -3.946, 1.058)
H (0.465, 4.110, -1.436)
H (-4.224, 0.201, -0.478)

Calculated values
LUMO   0.12351 hartree
2S+1   1
HOMO level   -4.3420 eV
Calculated total energy   -17188.595 eV
Energy relative to the best compared isomer or geometry (same formula, charge and spin)   0.776 eV
Gap between HOMO and LUMO   0.2831 Ha
Net charge   -1



4.
Entry from OMol25: 2 unconnected molecules or ions with the total composition C9H12B2F5NO7S in a non-equilibrium geometry (ωB97M-V/def2-TZVPD).

Geometry (Å):
S (0.347, -0.642, 0.916)
F (-4.042, 0.980, 2.766)
F (-0.343, 4.775, -3.359)
F (-2.101, -0.929, 2.655)
F (1.558, 3.791, -2.575)
F (-3.339, 1.780, 0.857)
O (1.586, -2.675, 3.657)
O (2.570, -0.344, -0.817)
O (-0.445, 2.536, -2.610)
O (0.658, 3.057, -4.642)
O (0.136, 1.158, -5.723)
O (1.576, 1.654, -0.006)
O (-1.217, 0.529, -3.192)
N (1.049, -2.097, 1.489)
C (0.071, -3.205, 1.617)
C (0.097, 1.871, -4.760)
C (-0.609, 1.544, -3.446)
C (-2.575, -0.326, 1.545)
C (2.535, -0.634, 2.920)
C (-0.920, -0.987, -0.322)
C (-3.291, 0.791, 1.706)
C (1.690, -1.877, 2.751)
C (-2.371, -0.925, 0.206)
B (0.377, 3.601, -3.281)
B (1.667, 0.317, -0.095)
H (-2.820, -1.915, 0.190)
H (-0.728, -1.955, -0.772)
H (1.864, 0.226, 2.947)
H (3.016, -0.677, 3.884)
H (3.290, -0.535, 2.145)
H (-0.770, -0.251, -1.111)
H (-0.647, -2.974, 2.396)
H (3.357, 0.215, -0.858)
H (-2.934, -0.347, -0.517)
H (1.576, 1.973, 0.902)
H (0.591, -4.119, 1.849)
H (-0.458, -3.384, 0.690)

Calculated values
LUMO   -0.04153 hartree
2S+1   1
HOMO level   -9.1511 eV
Calculated total energy   -51130.508 eV
Gap between HOMO and LUMO   0.2948 Ha
Net charge   0



5.
Entry from OMol25: C8H12O in the gas phase in a non-equilibrium geometry (ωB97M-V/def2-TZVPD).

Geometry (Å):
O (-1.508, -2.972, 2.034)
C (-0.932, -0.938, 0.371)
C (1.500, 2.074, -0.438)
C (0.206, 1.243, -0.353)
C (-0.124, -3.038, 2.094)
C (-0.801, -2.304, 1.073)
C (0.257, 0.040, 0.263)
C (-0.970, 1.827, -0.978)
C (-0.731, -2.237, -0.481)
H (1.352, 3.101, -0.134)
H (-1.863, -0.431, 0.170)
H (-0.682, 2.532, -1.686)
H (-1.581, 1.028, -1.518)
H (0.264, -2.410, -0.857)
H (2.047, 2.103, -1.412)
H (0.281, -4.048, 1.838)
H (-1.624, -2.643, -0.972)
H (2.179, 1.563, 0.291)
H (1.124, -0.151, 0.872)
H (-1.757, 2.037, -0.255)
H (0.398, -2.697, 2.899)

Calculated values
LUMO   0.03503 hartree
2S+1   1
SMILES string   CC(C)=C[C@H]1C[C@@]12CO2
HOMO level   -8.6424 eV
Calculated total energy   -10534.020 eV
Energy relative to the best compared isomer or geometry (same formula, charge and spin)   3.942 eV
Gap between HOMO and LUMO   0.3526 Ha
Net charge   0